1.
Here is an isolated molecule of C4H9NO2S from the OMol25 dataset. Energies are from ωB97M-V with the def2-TZVPD basis set.

As for the LUMO energy: 0.45 eV. The value obtained for the HOMO energy is -9.3 eV.

ORCA input file:
```
! wB97M-V def2-TZVPD RIJCOSX def2/J DEFGRID3
* xyz 0 1
O -0.031 -2.185 0.021
C 0.550 -1.281 0.569
C 0.290 0.173 0.219
C 0.737 1.155 1.291
S 2.539 1.174 1.581
N -1.103 0.400 -0.093
C -1.568 0.076 -1.438
O -0.589 -0.535 -2.264
H 1.279 -1.480 1.386
H 0.853 0.394 -0.683
H 0.448 2.150 0.961
H 0.217 0.992 2.232
H 2.831 0.048 0.921
H -1.713 -0.052 0.571
H -2.443 -0.586 -1.403
H -1.863 0.978 -1.971
H -0.434 -1.421 -1.901
*
```



2.
Here is an isolated molecule of C4H9NO2S from the OMol25 dataset. Energies are from ωB97M-V with the def2-TZVPD basis set.

As for the LUMO energy: 0.78 eV. The value obtained for the HOMO energy is -9.0 eV.

ORCA input file:
```
! wB97M-V def2-TZVPD RIJCOSX def2/J DEFGRID3
* xyz 0 1
C -2.231 1.450 0.226
S -2.668 -0.154 -0.619
C -1.747 -1.383 0.326
O -0.438 -1.741 -0.150
N 0.324 -0.617 0.024
C 1.369 -0.506 -0.666
C 2.553 0.530 -0.444
O 3.714 -0.165 0.009
H -1.137 1.766 0.208
H -3.047 2.049 -0.311
H -2.652 1.325 1.225
H -1.659 -1.115 1.297
H -2.427 -2.289 0.037
H 1.633 -1.344 -1.264
H 2.642 1.273 -1.330
H 2.268 1.152 0.377
H 3.501 -0.232 1.053
*
```



3.
Here is a structure of composition C4H9NO2S from the OMol25 dataset. Energies are from ωB97M-V with the def2-TZVPD basis set.

As for the LUMO energy: -4.63 eV. The value obtained for the HOMO energy is -8.9 eV.

ORCA input file:
```
! wB97M-V def2-TZVPD RIJCOSX def2/J DEFGRID3
* xyz 0 1
O 0.257 0.441 2.021
C 0.286 0.447 0.642
N 0.341 -0.774 -0.153
C -0.310 -1.951 0.638
O 0.106 -1.883 1.932
C -0.536 1.615 0.179
C 1.049 1.496 -0.054
S -0.921 -0.497 -2.880
H -0.051 -0.725 -1.055
H -1.433 -1.781 0.452
H 0.092 -2.783 -0.005
H 0.220 -0.661 2.152
H -1.351 1.264 -0.558
H -0.652 2.361 0.995
H 1.289 1.813 -1.035
H 1.810 2.039 0.721
H -0.198 -0.423 -3.991
*
```



Least stable: 3



1.
Here is a structure of composition C3H3Br9 from the OMol25 dataset. Energies are from ωB97M-V with the def2-TZVPD basis set.

As for the LUMO energy: -0.38 eV. The value obtained for the HOMO energy is -10.0 eV.

ORCA input file:
```
! wB97M-V def2-TZVPD RIJCOSX def2/J DEFGRID3
* xyz 0 1
C 0.732 12.310 6.580
Br -0.184 10.655 6.975
Br -0.345 13.678 5.988
Br 2.078 12.026 5.079
H 1.058 12.638 7.509
C -5.276 7.415 8.781
Br -4.466 9.086 9.571
Br -4.981 5.804 9.920
Br -4.477 7.138 7.070
H -6.351 7.524 8.636
C -0.054 6.612 5.871
Br 0.015 7.287 4.146
Br -0.799 4.781 5.943
Br -1.055 7.676 7.172
H 0.977 6.545 6.179
*
```



2.
Here is a structure of composition C3H3Br9 from the OMol25 dataset. Energies are from ωB97M-V with the def2-TZVPD basis set.

As for the LUMO energy: -0.98 eV. The value obtained for the HOMO energy is -9.4 eV.

ORCA input file:
```
! wB97M-V def2-TZVPD RIJCOSX def2/J DEFGRID3
* xyz 0 1
C 15.822 8.110 5.532
Br 14.902 7.470 3.852
Br 17.738 8.540 5.244
Br 15.655 6.816 7.071
H 15.257 8.959 5.915
C 11.538 3.586 0.524
Br 10.527 5.107 -0.358
Br 12.491 2.429 -0.751
Br 10.390 2.540 1.670
H 12.309 4.036 1.148
C 13.565 6.706 2.090
Br 13.050 4.842 1.943
Br 11.906 7.790 2.090
Br 14.704 7.299 0.580
H 14.088 6.944 3.017
*
```



Least stable: 2



1.
Here is a cluster of 8 separate species, C24H48O24 in total from the OMol25 dataset. Energies are from ωB97M-V with the def2-TZVPD basis set.

As for the LUMO energy: 0.49 eV. The value obtained for the HOMO energy is -10.7 eV.

ORCA input file:
```
! wB97M-V def2-TZVPD RIJCOSX def2/J DEFGRID3
* xyz 0 1
C -2.914 2.699 2.467
O -3.117 3.726 1.498
C -3.755 4.826 1.866
O -4.436 4.969 2.849
O -3.521 5.729 0.919
C -4.213 6.955 0.957
H -2.178 3.004 3.208
H -2.503 1.881 1.878
H -3.856 2.352 2.887
H -5.024 6.944 0.227
H -3.542 7.772 0.719
H -4.643 7.158 1.938
C 1.474 -0.552 2.657
O 2.537 -1.475 2.821
C 2.365 -2.683 2.278
O 1.344 -3.100 1.797
O 3.504 -3.351 2.388
C 3.505 -4.635 1.748
H 1.533 0.169 3.470
H 0.499 -1.034 2.785
H 1.517 -0.066 1.683
H 3.520 -4.492 0.668
H 2.626 -5.202 2.040
H 4.423 -5.109 2.075
C -0.787 -10.132 0.256
O -1.023 -8.934 1.000
C -0.763 -7.812 0.345
O -0.404 -7.731 -0.806
O -0.948 -6.790 1.171
C -0.880 -5.500 0.558
H -1.227 -10.951 0.811
H 0.287 -10.290 0.144
H -1.218 -10.055 -0.740
H 0.157 -5.186 0.455
H -1.350 -4.804 1.251
H -1.448 -5.460 -0.368
C -4.745 -2.505 -3.058
O -4.087 -3.563 -3.763
C -3.120 -4.161 -3.099
O -2.885 -4.021 -1.924
O -2.450 -4.946 -3.935
C -1.422 -5.746 -3.353
H -4.084 -1.642 -2.955
H -5.027 -2.798 -2.047
H -5.624 -2.260 -3.642
H -0.920 -6.228 -4.184
H -1.831 -6.511 -2.692
H -0.741 -5.124 -2.773
C -1.540 9.605 0.697
O -1.090 8.455 1.403
C -0.430 7.536 0.700
O -0.210 7.561 -0.480
O -0.073 6.573 1.547
C 0.908 5.642 1.094
H -0.811 9.912 -0.056
H -1.736 10.403 1.400
H -2.426 9.373 0.101
H 1.025 4.891 1.866
H 1.886 6.138 1.050
H 0.643 5.309 0.094
C 3.506 0.466 -6.719
O 2.747 -0.657 -6.291
C 2.594 -0.761 -4.973
O 3.081 -0.035 -4.149
O 1.839 -1.827 -4.724
C 1.348 -1.904 -3.383
H 4.528 0.428 -6.342
H 3.079 1.395 -6.330
H 3.468 0.478 -7.801
H 0.712 -1.043 -3.194
H 2.175 -1.927 -2.676
H 0.791 -2.832 -3.309
C 4.064 1.883 1.032
O 3.093 2.656 1.747
C 3.292 2.749 3.062
O 4.250 2.349 3.658
O 2.236 3.366 3.592
C 2.302 3.614 4.993
H 3.851 1.961 -0.028
H 4.033 0.856 1.394
H 5.071 2.266 1.201
H 3.274 4.031 5.267
H 2.147 2.699 5.559
H 1.554 4.368 5.216
C -0.882 -2.190 -0.439
O 0.013 -1.089 -0.507
C -0.376 0.078 -0.019
O -1.413 0.298 0.552
O 0.612 0.945 -0.217
C 0.377 2.286 0.218
H -0.321 -3.057 -0.778
H -1.761 -2.041 -1.056
H -1.159 -2.410 0.593
H -0.329 2.817 -0.418
H 1.341 2.769 0.109
H 0.110 2.284 1.272
*
```



2.
Here is a cluster of 8 separate species, C24H48O24 in total from the OMol25 dataset. Energies are from ωB97M-V with the def2-TZVPD basis set.

As for the LUMO energy: 0.37 eV. The value obtained for the HOMO energy is -9.9 eV.

ORCA input file:
```
! wB97M-V def2-TZVPD RIJCOSX def2/J DEFGRID3
* xyz 0 1
C -0.699 3.543 1.276
O -1.195 2.716 2.234
C -2.214 3.247 2.974
O -2.487 4.425 2.990
O -2.915 2.456 3.771
C -4.095 2.791 4.633
H -1.000 3.390 0.283
H 0.400 3.474 1.315
H -0.500 4.522 1.684
H -4.552 3.544 4.024
H -3.843 3.272 5.580
H -4.852 1.895 4.495
C 3.479 -0.394 -5.932
O 4.094 -0.821 -4.613
C 4.045 -0.002 -3.524
O 3.513 1.149 -3.535
O 4.653 -0.467 -2.449
C 4.663 0.193 -1.100
H 3.301 -1.191 -6.698
H 4.015 0.499 -6.124
H 2.553 0.045 -5.662
H 5.250 -0.373 -0.521
H 3.663 0.074 -0.677
H 4.911 1.308 -1.105
C 0.612 1.452 -2.107
O -0.369 1.231 -1.192
C -0.079 0.353 -0.153
O 0.987 -0.153 0.054
O -1.197 -0.097 0.597
C -1.059 -0.885 1.720
H 0.790 0.485 -2.546
H 1.398 1.838 -1.689
H 0.181 2.295 -2.883
H -0.650 -0.291 2.620
H -0.193 -1.282 1.616
H -1.889 -1.434 2.044
C -3.470 2.921 -2.491
O -3.157 4.157 -1.808
C -2.077 4.703 -2.152
O -1.436 4.459 -3.121
O -1.503 5.595 -1.264
C -0.297 6.266 -1.607
H -4.322 2.472 -1.998
H -2.728 2.271 -2.282
H -3.458 3.108 -3.643
H 0.503 5.427 -1.824
H 0.205 6.805 -0.750
H -0.242 7.229 -2.382
C 0.143 -2.380 -3.054
O -0.115 -2.210 -4.426
C -0.949 -1.280 -4.856
O -1.172 -0.380 -4.160
O -1.346 -1.522 -6.061
C -2.355 -0.612 -6.638
H 0.395 -3.433 -2.880
H -0.577 -2.202 -2.428
H 1.128 -1.693 -2.579
H -3.244 -0.449 -5.797
H -2.950 -1.336 -7.477
H -2.061 0.144 -7.052
C 3.218 2.152 1.694
O 4.131 2.730 2.571
C 5.493 2.593 2.337
O 5.833 2.007 1.304
O 6.265 3.055 3.272
C 7.604 3.152 2.854
H 2.139 2.520 1.974
H 3.110 1.067 1.507
H 3.280 2.773 0.767
H 8.027 2.277 2.522
H 8.250 3.449 3.751
H 7.781 3.830 2.028
C -0.867 -4.830 0.730
O -2.156 -5.173 0.867
C -3.148 -4.324 0.365
O -2.881 -3.407 -0.416
O -4.377 -4.745 0.605
C -5.523 -4.022 0.289
H -0.464 -4.160 1.436
H -0.883 -4.591 -0.382
H -0.214 -5.688 0.878
H -6.563 -4.437 0.616
H -5.673 -3.858 -0.780
H -5.507 -3.095 0.745
C -2.377 -3.154 5.408
O -1.901 -4.515 5.609
C -0.834 -4.916 4.963
O -0.067 -4.316 4.167
O -0.693 -6.203 5.159
C 0.478 -6.982 4.695
H -2.511 -2.907 4.308
H -1.705 -2.614 6.015
H -3.169 -2.875 5.896
H 1.295 -6.696 5.163
H 0.695 -6.843 3.609
H 0.284 -8.135 4.779
*
```



Least stable: 2



1.
Here is an isolated molecule of C6H14N4O2 from the OMol25 dataset. Energies are from ωB97M-V with the def2-TZVPD basis set.

As for the LUMO energy: 0.60 eV. The value obtained for the HOMO energy is -8.8 eV.

ORCA input file:
```
! wB97M-V def2-TZVPD RIJCOSX def2/J DEFGRID3
* xyz 0 1
H 4.079 1.946 0.501
N 4.666 1.125 0.273
C 3.851 0.136 0.039
N 4.148 -1.177 -0.200
N 2.453 0.368 -0.098
C 1.440 -0.526 0.420
C 0.066 -0.416 -0.299
C -0.973 0.589 0.261
C -2.348 0.590 -0.470
N -3.019 1.848 -0.398
C -3.219 -0.460 0.129
O -4.223 -0.295 0.700
O -2.729 -1.693 -0.246
H 5.173 -1.326 -0.087
H 3.800 -1.599 -1.021
H 2.194 1.329 -0.284
H 1.765 -1.501 0.167
H 1.345 -0.487 1.511
H 0.141 -0.091 -1.339
H -0.417 -1.421 -0.378
H -0.668 1.597 0.287
H -1.052 0.282 1.295
H -2.198 0.355 -1.571
H -3.444 2.026 0.491
H -2.459 2.633 -0.686
H -3.268 -2.475 -0.039
*
```



2.
Here is an isolated molecule of C6H14N4O2 from the OMol25 dataset. Energies are from ωB97M-V with the def2-TZVPD basis set.

As for the LUMO energy: 0.46 eV. The value obtained for the HOMO energy is -9.2 eV.

ORCA input file:
```
! wB97M-V def2-TZVPD RIJCOSX def2/J DEFGRID3
* xyz 0 1
H -3.175 3.101 2.918
N -2.395 2.489 2.875
C -2.130 1.890 1.802
N -2.721 1.999 0.556
N -1.215 0.795 1.886
C -0.222 0.672 0.868
C 0.435 -0.757 0.994
C 1.601 -0.931 0.075
C 1.219 -0.775 -1.398
N 0.150 -1.643 -1.829
C 2.533 -0.936 -2.240
O 3.489 -0.244 -2.064
O 2.558 -1.926 -3.170
H -2.946 1.097 0.073
H -3.554 2.606 0.604
H -0.783 0.995 2.792
H -0.714 0.755 -0.104
H 0.504 1.460 0.956
H -0.320 -1.492 0.675
H 0.830 -0.913 2.032
H 2.402 -0.231 0.349
H 1.985 -1.964 0.226
H 0.921 0.273 -1.501
H 0.177 -2.577 -1.550
H -0.311 -1.474 -2.707
H 1.683 -2.269 -3.119
*
```



Least stable: 1



1.
Here is an isolated molecule of C3H4FNO2 from the OMol25 dataset. Energies are from ωB97M-V with the def2-TZVPD basis set.

As for the LUMO energy: 0.56 eV. The value obtained for the HOMO energy is -9.7 eV.

ORCA input file:
```
! wB97M-V def2-TZVPD RIJCOSX def2/J DEFGRID3
* xyz 0 1
O 0.604 1.424 -0.072
C 0.416 0.201 -0.091
C -0.919 -0.425 -0.069
C -1.990 0.362 -0.001
F -3.234 -0.123 -0.002
N 1.483 -0.658 -0.166
O 2.709 -0.075 0.062
H -1.052 -1.497 -0.111
H -1.927 1.453 0.044
H 1.383 -1.550 0.305
H 2.527 0.887 0.100
*
```



2.
Here is a cluster of 2 separate species, C3H4FNO2 in total from the OMol25 dataset. Energies are from ωB97M-V with the def2-TZVPD basis set.

As for the LUMO energy (alpha / beta): -0.06 / -0.13 eV. The value obtained for the HOMO energy (alpha / beta) is -7.7 / -8.0 eV.

ORCA input file:
```
! wB97M-V def2-TZVPD RIJCOSX def2/J DEFGRID3
* xyz 0 1
C -0.819 0.687 -0.088
C 1.644 0.004 -0.249
C 0.271 -0.243 0.420
N -2.687 -0.064 0.285
O -3.592 -0.391 -0.418
O -0.774 1.799 -0.465
F -0.178 -1.547 0.151
H 2.364 -0.736 0.247
H 1.512 -0.334 -1.230
H 2.104 0.995 -0.181
H 0.156 -0.170 1.528
*
```



Least stable: 2



1.
Here is an isolated molecule of C9H16Si from the OMol25 dataset. Energies are from ωB97M-V with the def2-TZVPD basis set.

As for the LUMO energy (alpha / beta): -0.50 / -0.73 eV. The value obtained for the HOMO energy (alpha / beta) is -7.1 / -8.0 eV.

ORCA input file:
```
! wB97M-V def2-TZVPD RIJCOSX def2/J DEFGRID3
* xyz 0 1
C -0.599 2.189 0.456
C 0.668 2.655 -0.032
C -1.238 0.988 0.339
C 1.867 0.517 -0.372
C 1.735 1.856 -0.479
C -2.867 -1.656 -0.312
C 4.718 -0.709 0.703
C -2.705 0.761 0.604
C -3.363 -0.205 -0.413
Si 3.020 -0.884 -0.360
H -1.200 3.061 0.702
H 0.886 3.785 0.106
H -0.658 0.139 -0.023
H 2.509 2.530 -0.927
H -1.737 -1.605 -0.368
H -3.378 -2.273 -1.112
H -3.302 -2.185 0.568
H 5.286 0.228 0.349
H 4.383 -0.369 1.684
H 5.350 -1.532 0.882
H -3.388 1.645 0.725
H -2.694 0.211 1.620
H -3.123 0.071 -1.368
H -4.494 -0.128 -0.198
H 2.541 -1.049 -1.827
H 2.317 -2.008 0.473
*
```



2.
Here is an isolated molecule of C9H16Si from the OMol25 dataset. Energies are from ωB97M-V with the def2-TZVPD basis set.

As for the LUMO energy: 0.94 eV. The value obtained for the HOMO energy is -9.0 eV.

ORCA input file:
```
! wB97M-V def2-TZVPD RIJCOSX def2/J DEFGRID3
* xyz 0 1
C 0.871 -2.730 0.218
C 0.286 -1.811 0.969
Si 0.117 0.033 0.593
C 0.139 0.983 2.245
C -1.994 0.254 -0.246
C -2.856 1.074 0.316
C -2.249 -0.575 -1.457
C 1.390 0.745 -0.620
C 1.065 1.706 -1.475
C 2.797 0.222 -0.540
H 0.912 -3.771 0.503
H 1.343 -2.488 -0.720
H -0.174 -2.135 1.897
H -0.169 2.014 2.113
H -0.541 0.521 2.952
H 1.131 0.991 2.692
H -2.609 1.663 1.182
H -3.862 1.195 -0.067
H -3.298 -0.539 -1.754
H -1.966 -1.610 -1.270
H -1.638 -0.214 -2.283
H 0.057 2.083 -1.543
H 1.784 2.157 -2.143
H 3.504 0.914 -0.995
H 2.871 -0.731 -1.062
H 3.089 0.050 0.495
*
```



Least stable: 1